Record 1
A cluster of 3 separate species, C10H17BN2O7 in total. Source: OMol25; level of theory: wB97M-V/def2-TZVPD.

Structure (ORCA input):
```
! RIJCOSX wB97M-V def2-TZVPD def2/J DEFGRID3
* xyz 0 1
N 1.445 1.052 1.623
C 1.130 1.637 0.486
O 0.830 2.776 -0.444
B -0.650 2.830 -0.455
C -1.595 3.726 0.559
C -2.939 2.917 1.049
C -3.950 2.462 -0.158
N -5.057 1.522 0.366
H -1.239 2.150 -1.248
H -0.968 4.052 1.521
H -1.928 4.741 0.053
H -2.563 2.031 1.735
H -3.525 3.659 1.769
H -3.446 1.884 -1.042
H -4.430 3.450 -0.625
H -4.771 1.187 1.331
H -5.064 0.631 -0.216
O 5.114 -4.557 -0.196
C 4.628 -3.661 0.473
O 5.247 -3.067 1.535
C 4.464 -1.943 1.890
C 3.109 -2.288 1.364
O 3.392 -3.123 0.258
H 4.465 -1.796 2.974
H 4.885 -1.053 1.410
H 2.510 -2.850 2.088
H 2.547 -1.404 1.049
O -2.572 -1.144 -0.828
C -1.484 -1.393 -1.319
O -0.503 -0.468 -1.531
C 0.663 -1.182 -1.897
C 0.124 -2.467 -2.437
O -1.089 -2.634 -1.729
H 1.240 -0.627 -2.641
H 1.281 -1.330 -1.005
H -0.097 -2.410 -3.508
H 0.798 -3.309 -2.257
*
```

Output
Maximum force (hartree/bohr): 0.2282
Highest occupied orbital energy (eV): -9.2
Total energy (eV): -28630.5042
SMILES: N#COBCCCN.O=C1OCCO1.O=C1OCCO1

Record 2
A cluster of 2 separate species, C10H17BO in total. Source: OMol25; level of theory: wB97M-V/def2-TZVPD.

Structure (ORCA input):
```
! RIJCOSX wB97M-V def2-TZVPD def2/J DEFGRID3
* xyz 0 1
C 1.680 -0.721 -0.796
C 0.507 -1.327 -0.514
C 0.140 -1.984 0.825
C -0.584 -1.057 -1.342
B -0.742 -0.625 -2.723
O -1.040 -0.062 -3.844
C -1.358 -0.833 -4.974
H 1.846 -0.229 -1.664
H 2.399 -0.731 -0.004
H -0.721 -2.733 0.690
H -0.081 -1.120 1.460
H 1.072 -2.545 1.086
H -1.513 -1.513 -1.002
H -0.486 -1.560 -4.969
H -1.391 -0.280 -5.848
H -2.303 -1.379 -4.871
C 1.817 1.671 3.917
C 1.332 1.423 2.730
C 0.268 2.065 1.926
C -0.962 1.127 1.844
C -1.615 0.831 0.672
H 2.696 1.125 4.206
H 1.611 2.342 4.698
H 1.843 0.711 2.180
H -0.007 3.088 2.236
H 0.540 2.181 0.891
H -1.203 0.700 2.749
H -2.347 0.071 0.685
H -1.399 1.361 -0.243
*
```

Output
Maximum force (hartree/bohr): 0.0921
Highest occupied orbital energy (eV): -7.0
Total energy (eV): -13365.0865
SMILES: C=C(C)/C=B/OC.C=CCC=C

Record 3
An isolated molecule of C10H17BrSi. Source: OMol25; level of theory: wB97M-V/def2-TZVPD.

Structure (ORCA input):
```
! RIJCOSX wB97M-V def2-TZVPD def2/J DEFGRID3
* xyz 0 1
C -1.797 -1.554 -0.141
C -1.302 -2.708 -0.860
C -1.233 -1.503 1.323
C -0.015 -2.263 -1.693
C 0.194 -1.022 1.263
C 0.692 0.168 1.077
C 1.230 -2.634 -1.605
C -0.620 3.113 1.075
C 0.372 1.394 -1.515
C 2.396 2.645 0.609
Si 0.665 1.821 0.406
Br 2.122 -3.857 -0.427
H -1.445 -0.602 -0.654
H -2.911 -1.609 0.108
H -0.983 -3.462 -0.102
H -1.853 -3.198 -1.608
H -1.936 -0.855 1.926
H -1.341 -2.531 1.748
H -0.097 -1.513 -2.492
H 0.916 -1.800 1.463
H -0.488 3.961 0.445
H -1.660 2.932 1.166
H -0.200 3.435 2.052
H 1.082 0.482 -1.588
H -0.597 0.926 -1.648
H 0.560 2.012 -2.372
H 2.620 3.585 0.116
H 2.555 2.701 1.744
H 3.076 1.938 0.185
*
```

Output
Maximum force (hartree/bohr): 0.0841
Highest occupied orbital energy (spin up / spin down) (eV): -9.0 / -8.1
Total energy (eV): -88560.1320

Record 4
A structure of composition C10H17Cl2GaN. Source: OMol25; level of theory: wB97M-V/def2-TZVPD.

Structure (ORCA input):
```
! RIJCOSX wB97M-V def2-TZVPD def2/J DEFGRID3
* xyz -1 1
Ga -0.972 -0.626 -1.270
Cl -1.516 1.564 -1.227
Cl -2.395 -1.671 0.248
C -1.959 -1.521 -2.557
H -1.648 -2.676 -2.521
H -1.660 -0.901 -3.512
C 1.538 -0.844 -0.701
C 0.939 -0.764 -1.844
H 1.220 -1.514 0.110
C 1.044 0.306 -2.987
H 0.495 -1.775 -2.376
C 2.502 0.764 -2.969
H 0.745 -0.171 -3.926
H 0.359 1.171 -2.859
C 2.812 1.250 -1.551
H 3.120 -0.100 -3.239
H 2.658 1.527 -3.753
C 2.491 0.297 -0.351
H 3.890 1.416 -1.475
H 2.254 2.175 -1.411
H 3.398 -0.214 0.029
H 1.992 0.853 0.485
C -2.385 -0.235 3.976
C -1.321 0.738 3.421
C -0.876 0.381 2.078
N -0.543 0.127 1.020
H -3.135 -0.434 3.202
H -2.902 0.141 4.869
H -1.921 -1.195 4.232
H -1.742 1.755 3.415
H -0.464 0.767 4.111
*
```

Output
Maximum force (hartree/bohr): 0.1958
Highest occupied orbital energy (spin up / spin down) (eV): -3.9 / -1.3
Total energy (eV): -89554.4498

Record 5
A structure of composition C10H17Cl3O6Re. Source: OMol25; level of theory: wB97M-V/def2-TZVPD.

Structure (ORCA input):
```
! RIJCOSX wB97M-V def2-TZVPD def2/J DEFGRID3
* xyz -2 4
C 0.451 -1.171 -1.290
C 1.326 -0.034 -1.462
C 0.510 1.149 -1.433
C 2.748 -0.115 -1.908
C -0.855 0.717 -1.209
C -0.874 -0.694 -1.218
C -2.082 -1.538 -1.252
C 0.788 -2.605 -1.410
C 0.908 2.533 -1.809
C -2.067 1.560 -1.103
Re 0.940 0.526 0.519
Cl 2.490 1.855 1.040
Cl 1.715 -1.303 1.644
O -0.428 1.028 1.591
H 3.185 -1.077 -1.576
H 3.357 0.727 -1.526
H 2.741 -0.111 -3.011
H 1.906 2.760 -1.412
H 0.159 3.256 -1.430
H 0.917 2.597 -2.906
H -1.878 2.503 -0.576
H -2.856 1.028 -0.545
H -2.467 1.782 -2.109
H -2.945 -1.007 -0.812
H -1.972 -2.494 -0.716
H -2.312 -1.759 -2.318
H 1.798 -2.834 -1.060
H 0.681 -2.936 -2.462
H 0.093 -3.218 -0.809
H -0.316 1.157 2.726
O -2.428 -2.723 2.283
H -1.837 -1.996 2.546
O -0.457 1.163 6.278
Cl -0.291 0.446 5.044
O 0.901 -0.368 5.056
O -1.452 -0.326 4.679
O -0.097 1.521 3.954
*
```

Output
Maximum force (hartree/bohr): 0.1055
Highest occupied orbital energy (spin up / spin down) (eV): 0.5 / 0.5
Total energy (eV): -62619.5805

Record 6
A cluster of 2 separate species, C10H17ClN2O2 in total. Source: OMol25; level of theory: wB97M-V/def2-TZVPD.

Structure (ORCA input):
```
! RIJCOSX wB97M-V def2-TZVPD def2/J DEFGRID3
* xyz 0 1
C -2.109 0.485 1.165
N -0.765 -0.120 0.977
C -0.698 -1.523 1.449
C 0.264 0.697 1.021
Cl 1.810 0.006 0.603
H -2.842 -0.288 1.164
H -2.089 0.990 2.118
H -2.334 1.201 0.392
H -1.723 -1.908 1.548
H -0.153 -2.215 0.764
H -0.214 -1.536 2.448
H 0.167 1.653 1.630
C 0.584 5.648 -3.081
C 0.812 4.495 -2.099
C 2.298 4.371 -1.770
C 0.044 4.763 -0.827
C -0.008 3.534 0.139
O -0.255 3.768 1.385
N 0.128 2.270 -0.319
C 0.261 1.991 -1.638
O 0.278 0.826 -2.040
C 0.312 3.165 -2.659
H -0.490 5.752 -3.308
H 0.931 6.595 -2.638
H 1.125 5.479 -4.024
H 2.481 3.554 -1.069
H 2.884 4.176 -2.670
H 2.671 5.290 -1.314
H 0.437 5.608 -0.251
H -1.000 5.015 -1.051
H -0.711 3.296 -3.038
H 0.902 2.819 -3.521
*
```

Output
Maximum force (hartree/bohr): 0.0737
Highest occupied orbital energy (eV): -8.8
Total energy (eV): -30242.2414

Record 7
A cluster of 2 separate species, C10H17ClN2O2 in total. Source: OMol25; level of theory: wB97M-V/def2-TZVPD.

Structure (ORCA input):
```
! RIJCOSX wB97M-V def2-TZVPD def2/J DEFGRID3
* xyz 0 1
C -2.322 -2.299 2.189
N -0.995 -2.941 2.156
C -0.911 -4.411 2.280
C 0.073 -2.205 2.022
Cl 1.635 -2.795 2.229
H -3.069 -3.095 2.174
H -2.435 -1.705 3.106
H -2.434 -1.638 1.323
H -1.935 -4.780 2.304
H -0.379 -4.829 1.419
H -0.391 -4.692 3.201
H 0.001 -1.147 1.743
C 0.574 3.344 -2.566
C 0.799 2.195 -1.587
C 2.300 2.092 -1.291
C -0.009 2.440 -0.290
C -0.078 1.215 0.653
O -0.250 1.403 1.865
N 0.029 -0.036 0.137
C 0.186 -0.300 -1.189
O 0.247 -1.457 -1.625
C 0.265 0.873 -2.193
H -0.489 3.452 -2.809
H 0.927 4.291 -2.139
H 1.123 3.168 -3.500
H 2.527 1.279 -0.594
H 2.849 1.911 -2.225
H 2.660 3.034 -0.857
H 0.410 3.291 0.263
H -1.042 2.705 -0.576
H -0.754 1.062 -2.576
H 0.887 0.574 -3.047
*
```

Output
Maximum force (hartree/bohr): 0.0285
Highest occupied orbital energy (eV): -8.1
Total energy (eV): -30242.4433

Record 8
A cluster of 2 separate species, C10H17ClOSi in total. Source: OMol25; level of theory: wB97M-V/def2-TZVPD.

Structure (ORCA input):
```
! RIJCOSX wB97M-V def2-TZVPD def2/J DEFGRID3
* xyz 0 1
C 1.656 0.070 0.316
C 1.140 -1.029 0.340
C -0.239 3.301 -0.090
C -0.259 2.166 -0.954
C -1.388 3.382 0.857
C -0.090 -3.073 -1.474
C 0.567 -3.814 1.519
C -1.734 -1.876 1.016
C 2.350 1.218 0.395
C 0.565 1.979 -1.998
O 1.483 2.794 -2.523
Si -0.081 -2.444 0.316
Cl 1.593 2.422 1.325
H 0.351 4.172 -0.425
H -1.058 1.438 -0.668
H -1.150 3.646 1.926
H -2.055 2.470 1.002
H -2.131 4.097 0.508
H -0.464 -2.298 -2.187
H 0.852 -3.182 -1.928
H -0.851 -3.764 -1.481
H 0.740 -3.409 2.473
H -0.110 -4.593 1.599
H 1.403 -4.113 0.948
H -2.515 -2.727 0.760
H -1.801 -1.737 2.067
H -2.032 -0.987 0.491
H 3.380 1.337 0.274
H 0.449 1.096 -2.563
H 1.428 3.461 -1.840
*
```

Output
Maximum force (hartree/bohr): 0.0744
Highest occupied orbital energy (spin up / spin down) (eV): -7.5 / -6.5
Total energy (eV): -33087.8707

Record 9
The ion C10H17F6O4P2 with charge -1. Source: OMol25; level of theory: wB97M-V/def2-TZVPD.

Structure (ORCA input):
```
! RIJCOSX wB97M-V def2-TZVPD def2/J DEFGRID3
* xyz -1 1
C -2.990 -0.230 -3.037
C -1.776 0.666 -2.714
C -0.704 0.473 -3.789
C -1.276 0.433 -1.288
P 0.163 1.554 -0.684
C 0.200 0.472 1.009
O 0.221 -0.735 1.092
C 0.052 1.170 2.398
F 0.497 2.449 2.384
F -1.271 1.209 2.729
C 0.791 0.496 3.586
F 0.520 1.239 4.691
F 2.121 0.577 3.368
C 0.419 -0.988 3.930
F -0.841 -1.274 3.524
F 0.406 -1.108 5.280
C 1.350 -2.111 3.386
O 2.209 -1.985 2.591
O 1.052 -3.303 3.992
P 1.988 0.461 -1.578
C 1.717 -1.358 -1.635
O 2.966 0.423 -0.204
H -2.676 -1.131 -3.574
H -3.508 -0.545 -2.127
H -3.719 0.290 -3.668
H -2.118 1.709 -2.770
H -1.135 0.640 -4.784
H -0.310 -0.548 -3.767
H 0.128 1.169 -3.669
H -1.093 -0.633 -1.110
H -2.097 0.709 -0.608
H 1.281 2.385 -0.120
H 0.122 2.386 -1.884
H -0.775 2.439 0.012
H 0.124 -3.525 3.835
H 2.514 -1.839 -2.212
H 0.761 -1.591 -2.109
H 1.709 -1.768 -0.625
H 2.979 1.325 0.151
*
```

Output
Maximum force (hartree/bohr): 0.0102
Highest occupied orbital energy (eV): -3.3
Total energy (eV): -53716.8097

Record 10
The ion C10H17FN3 with charge +1. Source: OMol25; level of theory: wB97M-V/def2-TZVPD.

Structure (ORCA input):
```
! RIJCOSX wB97M-V def2-TZVPD def2/J DEFGRID3
* xyz 1 1
C -2.611 -0.018 -0.610
C -1.401 -0.695 0.211
C -1.678 -2.160 0.433
C 0.059 -0.381 -0.102
C 0.769 -1.107 -1.222
C 0.964 -0.547 1.250
N 1.578 -1.788 1.247
C 1.762 0.903 1.384
F 1.699 1.400 2.645
N 0.896 1.759 0.500
C 1.065 3.028 -0.042
C 0.490 2.946 -1.292
C 0.072 1.640 -1.468
N 0.148 1.034 -0.258
H -3.449 -0.588 -0.513
H -2.402 -0.048 -1.687
H -2.704 1.067 -0.331
H -1.665 -0.195 1.159
H -0.779 -2.740 0.365
H -2.348 -2.338 -0.489
H -2.145 -2.406 1.338
H 0.140 -1.139 -2.103
H 1.083 -2.099 -1.033
H 1.677 -0.519 -1.501
H 0.177 -0.590 2.030
H 2.394 -1.889 0.622
H 1.630 -2.323 2.116
H 2.836 0.964 1.158
H 1.584 3.755 0.589
H 0.344 3.782 -2.001
H -0.186 1.293 -2.396
*
```

Output
Maximum force (hartree/bohr): 0.1115
Highest occupied orbital energy (eV): -13.1
Total energy (eV): -17824.6624
SMILES: CC(C)[C@]1(C)[C@@H](N)[C@H](F)[n+]2cccn21

Record 11
A cluster of 3 separate species, C10H17I2NO5 in total. Source: OMol25; level of theory: wB97M-V/def2-TZVPD.

Structure (ORCA input):
```
! RIJCOSX wB97M-V def2-TZVPD def2/J DEFGRID3
* xyz 0 1
N 1.486 1.236 0.457
C 1.502 0.242 -0.611
C 0.060 -0.049 -1.014
I 0.147 -1.095 -2.946
O -0.653 1.143 -1.181
C -1.801 1.134 -0.457
O -2.611 1.995 -0.490
O -1.852 0.035 0.322
C -0.836 -0.889 -0.066
I 0.061 -1.700 1.668
H 2.142 0.987 1.187
H 1.780 2.137 0.103
H 2.056 0.562 -1.494
H 1.948 -0.688 -0.264
H -1.321 -1.700 -0.592
C 0.681 3.917 -5.813
C 0.170 2.875 -4.846
C -1.053 3.242 -4.041
O 0.713 1.802 -4.722
H 1.560 3.540 -6.331
H -0.095 4.165 -6.539
H 0.935 4.833 -5.276
H -1.885 3.469 -4.711
H -0.857 4.135 -3.446
H -1.326 2.423 -3.381
C 0.475 -4.699 4.744
C 0.258 -3.290 5.241
C -0.839 -3.093 6.257
O 0.928 -2.365 4.842
H 1.286 -4.715 4.020
H 0.717 -5.357 5.580
H -0.439 -5.076 4.280
H -0.643 -3.697 7.144
H -1.794 -3.418 5.840
H -0.900 -2.043 6.534
*
```

Output
Maximum force (hartree/bohr): 0.0174
Highest occupied orbital energy (eV): -9.3
Total energy (eV): -38574.5049
SMILES: NC[C@]1(I)OC(=O)O[C@@H]1I.CC(C)=O.CC(C)=O

Record 12
A cluster of 2 separate species, C10H17N in total. Source: OMol25; level of theory: wB97M-V/def2-TZVPD.

Structure (ORCA input):
```
! RIJCOSX wB97M-V def2-TZVPD def2/J DEFGRID3
* xyz 0 1
C 1.053 -0.609 -0.118
C 0.207 -0.038 0.575
C -0.207 0.884 1.669
C -0.938 0.193 2.847
C -1.101 2.143 1.223
C 1.089 1.568 2.292
H 1.466 -0.932 -1.027
H -0.778 0.704 3.787
H -2.014 0.132 2.514
H -0.549 -0.814 2.989
H -0.794 2.990 1.765
H -1.067 2.274 0.094
H -2.139 1.975 1.519
H 0.916 1.698 3.321
H 1.296 2.491 1.792
H 1.885 0.814 2.228
C 0.016 0.215 -3.405
C -0.869 -0.805 -2.771
C -1.046 -2.173 -3.580
C -1.475 -0.763 -1.623
N -1.838 -0.696 -0.497
H 0.982 -0.255 -3.744
H 0.203 1.003 -2.566
H -0.246 0.860 -4.375
H -1.629 -2.797 -2.915
H 0.021 -2.525 -3.777
H -1.499 -2.196 -4.621
H -2.700 -0.362 -0.075
*
```

Output
Maximum force (hartree/bohr): 0.0795
Highest occupied orbital energy (eV): -8.0
Total energy (eV): -12130.4550
SMILES: C#CC(C)(C)C.CC(C)=C=N